A structure of composition CHF3InNO5S2. Source: OMol25; level of theory: wB97M-V/def2-TZVPD.

Results
- F_max: 0.10306 Eh/bohr
- Total charge: 0
- Gap between HOMO and LUMO: 6.86 eV
- Highest occupied orbital energy: -9.6 eV
- Spin multiplicity: 1
- LUMO energy: -2.742 eV
- E_tot: -47774.0080 eV

Each line ends with the Mulliken charge.
CARTESIAN COORDINATES (ANGSTROEM)
O -0.364 -0.892 0.463  -0.51
In -1.839 -0.625 -0.726  1.30
H -1.387 -1.717 -2.906  0.31
N -0.039 1.659 0.831  -0.45
S -0.482 2.054 -0.792  0.64
O -1.824 1.262 -0.952  -0.49
O -0.827 3.504 -0.652  -0.55
S 0.369 0.208 1.199  0.93
O -1.905 -1.807 -2.083  -0.62
O 0.407 -0.012 2.645  -0.62
C 2.151 -0.078 0.706  0.70
F 2.257 -0.220 -0.608  -0.23
F 2.880 0.965 1.079  -0.20
F 2.624 -1.165 1.298  -0.21

=====

A structure of composition CHF3IrMgNO3S2. Source: OMol25; level of theory: wB97M-V/def2-TZVPD.

Results
- F_max: 0.13958 Eh/bohr
- Total charge: +2
- <S²>: 6.02
- Gap between HOMO and LUMO (alpha / beta): 5.60 / 5.30 eV
- Highest occupied orbital energy (alpha / beta): -16.2 / -16.6 eV
- Spin multiplicity: 5
- LUMO energy (alpha / beta): -10.630 / -11.258 eV
- Energy relative to the best compared isomer or geometry (same formula, charge and spin): 1.3686 eV
- E_tot: -46764.8077 eV

Each line ends with the Mulliken charge.
CARTESIAN COORDINATES (ANGSTROEM)
Mg 2.631 -0.588 1.166  1.34
N 0.482 -0.375 -1.406  -0.35
S 1.868 0.696 -1.509  0.63
O 2.992 -0.025 -0.595  -0.55
S -0.246 -0.284 -0.067  1.09
O 0.596 -0.626 1.220  -0.77
O -1.395 -1.234 0.098  -0.62
C -0.932 1.451 0.394  0.69
F -0.069 2.087 1.150  -0.17
F -1.145 2.113 -0.716  -0.16
F -2.060 1.276 1.044  -0.16
Ir -0.734 -2.049 1.727  1.00
H -1.989 -2.441 -2.507  0.02

=====

A structure of composition CHF3LaO. Source: OMol25; level of theory: wB97M-V/def2-TZVPD.

Results
- F_max: 0.08644 Eh/bohr
- Total charge: +2
- <S²>: 0.75
- Gap between HOMO and LUMO (alpha / beta): 4.62 / 9.24 eV
- Highest occupied orbital energy (alpha / beta): -16.2 / -20.8 eV
- Spin multiplicity: 2
- LUMO energy (alpha / beta): -11.556 / -11.557 eV
- Energy relative to the best compared isomer or geometry (same formula, charge and spin): 0.0000 eV
- E_tot: -12091.3189 eV

Each line ends with the Mulliken charge.
CARTESIAN COORDINATES (ANGSTROEM)
O 4.556 1.549 0.682  -0.67
La 4.511 2.864 2.471  2.26
H 3.889 0.937 0.346  0.39
C 2.337 2.893 -1.607  0.48
F 2.775 4.119 -1.415  -0.17
F 2.017 2.705 -2.872  -0.14
F 1.312 2.632 -0.823  -0.15

=====

A cluster of 2 separate species, CHF3N2 in total. Source: OMol25; level of theory: wB97M-V/def2-TZVPD.

Results
- F_max: 0.05846 Eh/bohr
- Total charge: 0
- Gap between HOMO and LUMO (alpha / beta): 10.20 / 8.42 eV
- Highest occupied orbital energy (alpha / beta): -11.0 / -9.3 eV
- Spin multiplicity: 1
- LUMO energy (alpha / beta): -0.828 / -0.911 eV
- Energy relative to the best compared isomer or geometry (same formula, charge and spin): 8.0197 eV
- E_tot: -12178.7655 eV

Each line ends with the Mulliken charge.
CARTESIAN COORDINATES (ANGSTROEM)
C -0.299 -0.179 -1.097  0.35
N -1.397 -0.598 -0.778  -0.41
N 0.997 0.915 0.832  0.14
F 0.257 -0.243 -2.280  -0.17
F 0.033 0.748 1.791  -0.12
F 2.018 0.108 1.241  -0.11
H -1.610 -0.751 0.290  0.32

=====

A structure of composition CHF3NO2S. Source: OMol25; level of theory: wB97M-V/def2-TZVPD.

Results
- F_max: 0.07857 Eh/bohr
- Total charge: -1
- Gap between HOMO and LUMO: 8.21 eV
- Highest occupied orbital energy: -4.3 eV
- Spin multiplicity: 1
- LUMO energy: 3.946 eV
- Energy relative to the best compared isomer or geometry (same formula, charge and spin): 5.3471 eV
- E_tot: -25622.4448 eV

Each line ends with the Mulliken charge.
CARTESIAN COORDINATES (ANGSTROEM)
C 3.285 -0.521 0.070  0.46
N 0.464 0.683 1.145  -0.26
O 2.331 1.930 -0.680  -0.59
O -1.090 0.032 0.789  -0.56
F 2.440 -1.376 -0.633  -0.27
F 4.273 -0.240 -0.769  -0.21
F 3.793 -1.313 1.032  -0.25
S 2.028 1.159 0.559  0.39
H -1.296 0.392 -0.158  0.29

=====

A structure of composition CHF3NO3S2Yb. Source: OMol25; level of theory: wB97M-V/def2-TZVPD.

Results
- F_max: 0.07475 Eh/bohr
- Total charge: 0
- <S²>: 0.76
- Gap between HOMO and LUMO (alpha / beta): 7.33 / 6.53 eV
- Highest occupied orbital energy (alpha / beta): -8.2 / -8.2 eV
- Spin multiplicity: 2
- LUMO energy (alpha / beta): -0.881 / -1.669 eV
- Energy relative to the best compared isomer or geometry (same formula, charge and spin): 0.0000 eV
- E_tot: -70037.1678 eV

Each line ends with the Mulliken charge.
CARTESIAN COORDINATES (ANGSTROEM)
Yb 0.560 1.010 0.017  1.24
N 2.676 -0.093 0.822  -0.44
S 2.243 -1.426 -0.120  0.64
O 1.878 -2.488 0.909  -0.58
O 0.862 -0.920 -0.744  -0.64
S 3.343 1.275 0.080  0.35
O 2.186 2.446 0.116  -0.61
C -2.748 0.021 -0.302  0.45
F -1.769 0.441 0.598  -0.22
F -3.680 0.956 -0.264  -0.21
F -3.234 -1.103 0.194  -0.20
H -2.318 -0.119 -1.308  0.20

=====

Question: Which formula does entry 2 have?
Answer: CHF3IrMgNO3S2

=====

Please write out number 6 again, unchanged.
A structure of composition CHF3NO3S2Yb. Source: OMol25; level of theory: wB97M-V/def2-TZVPD.

Results
- F_max: 0.07475 Eh/bohr
- Total charge: 0
- <S²>: 0.76
- Gap between HOMO and LUMO (alpha / beta): 7.33 / 6.53 eV
- Highest occupied orbital energy (alpha / beta): -8.2 / -8.2 eV
- Spin multiplicity: 2
- LUMO energy (alpha / beta): -0.881 / -1.669 eV
- Energy relative to the best compared isomer or geometry (same formula, charge and spin): 0.0000 eV
- E_tot: -70037.1678 eV

Each line ends with the Mulliken charge.
CARTESIAN COORDINATES (ANGSTROEM)
Yb 0.560 1.010 0.017  1.24
N 2.676 -0.093 0.822  -0.44
S 2.243 -1.426 -0.120  0.64
O 1.878 -2.488 0.909  -0.58
O 0.862 -0.920 -0.744  -0.64
S 3.343 1.275 0.080  0.35
O 2.186 2.446 0.116  -0.61
C -2.748 0.021 -0.302  0.45
F -1.769 0.441 0.598  -0.22
F -3.680 0.956 -0.264  -0.21
F -3.234 -1.103 0.194  -0.20
H -2.318 -0.119 -1.308  0.20